Computed, not measured: a 4-piece molecular cluster, C31H35NO7S3Si overall at a distorted geometry, with ωB97M-V/def2-TZVPD.

The geometry in ORCA input format:
```
! wB97M-V def2-TZVPD RIJCOSX def2/J DEFGRID3
* xyz 0 1
S -2.615 0.236 -0.794
S -0.638 -1.149 1.083
S 3.903 5.993 -0.019
Si 2.877 1.037 1.997
O 3.963 -5.447 -2.847
O -1.940 -7.932 -2.939
O 6.565 -8.395 -6.426
O 1.068 -3.728 -1.697
O -3.117 2.731 3.998
O -8.489 8.716 3.159
O -6.204 4.470 0.918
N -2.380 1.109 1.913
C 5.453 -8.306 -4.350
C 5.955 1.965 2.876
C -6.448 6.814 0.951
C 5.965 -7.716 -5.603
C 5.727 -6.276 -5.823
C -7.962 7.739 2.644
C 4.562 -6.126 -3.670
C 0.731 -1.030 -0.200
C -1.664 2.484 3.927
C 4.800 -7.566 -3.449
C -7.672 5.305 2.562
C 0.375 -4.695 -1.983
C -7.021 7.881 1.515
C -0.966 -4.880 -1.393
C 2.589 4.699 -0.365
C 0.848 -5.723 -2.932
C -1.248 -6.965 -2.653
C -1.201 1.916 2.426
C -3.587 3.250 2.703
C -3.397 2.149 1.459
C 4.756 1.418 2.329
C -8.245 6.373 3.126
C 0.093 -6.781 -3.243
C 2.376 2.059 0.440
C -1.962 0.188 0.781
C -1.721 -5.937 -1.705
C -6.731 5.447 1.433
C 2.473 3.663 0.901
C 2.228 -1.406 0.356
C 2.568 -0.858 1.863
C 5.074 -5.536 -4.923
H 2.897 4.112 -1.338
H 1.229 1.906 0.146
H -2.706 -6.088 -1.281
H -1.007 3.435 4.200
H 1.459 3.858 1.499
H 0.732 0.003 -0.798
H -4.445 1.632 1.213
H -5.756 6.900 0.122
H 3.104 1.952 -0.471
H 3.588 -1.388 2.184
H -3.008 4.243 2.381
H -1.380 1.628 4.686
H 3.071 -1.129 -0.441
H 1.778 -1.193 2.667
H 6.993 2.529 3.019
H 4.891 -4.478 -5.068
H 0.472 -1.850 -1.029
H -3.036 2.785 0.536
H -1.299 -4.116 -0.700
H 5.636 -9.364 -4.205
H -6.824 8.891 1.174
H -7.869 4.296 2.903
H -8.936 6.286 3.954
H 1.833 -5.572 -3.356
H 6.108 -5.859 -6.748
H 2.010 1.527 3.099
H -4.746 3.496 2.829
H 4.679 5.443 1.033
H 2.265 -2.597 0.422
H 4.419 -7.983 -2.525
H -0.240 1.255 2.639
H 3.333 3.802 1.717
H 0.426 -7.544 -3.936
H 1.545 5.196 -0.563
H -0.953 2.798 1.691
*
```

Structure (SMILES): C#C[Si@@H](CCCS)CCCSC(=S)N1CCOCC1.O=C1C=CC(=O)C=C1.O=C1C=CC(=O)C=C1.O=C1C=CC(=O)C=C1
LUMO (eV): -1.93
Molecular weight (g mol⁻¹): 657.91
Max |F| (eV Å⁻¹): 10.8
Gap between HOMO and LUMO (eV): 6.436
Calculated total energy (eV): -88907.2071